(1)
Below is a 2-piece molecular cluster, C6H17N2O2 overall at a distorted geometry, with properties calculated with the ωB97M-V functional and the def2-TZVPD basis.

The value obtained for the highest occupied orbital energy is -11.811 eV. The charge is +1. The value obtained for the LUMO energy is -2.718 eV. The strongest force on any atom comes out at 3.9 eV/A. For the energy above the lowest of the compared OMol25 structures with the same formula, charge and spin, the calculation gives 396.7 kJ/mol.

Atoms and positions in Å:
C -2.06372 -1.02203 0.74233
C 1.67195 2.41238 0.05103
C -0.83927 -1.50710 -1.84314
C 1.26615 -0.78293 1.21919
C 0.47278 0.37493 0.77065
C -1.42648 0.06528 -0.00324
N 1.12909 1.04397 -0.37659
N -1.25370 -0.22401 -1.30210
O 2.55292 -0.71804 0.64725
O -1.85991 1.33485 0.14433
H -2.95735 -1.30266 0.18519
H -2.51425 -0.64779 1.72609
H -1.44085 -1.89363 1.04786
H 2.23352 2.37716 1.00644
H 2.47240 2.79544 -0.68674
H 0.96832 3.19831 0.09226
H -1.71603 -2.14523 -2.10762
H -0.42806 -1.46865 -2.80873
H -0.18358 -2.21139 -1.16073
H 1.46028 -0.82179 2.29568
H 0.67751 -1.69668 0.88967
H 0.15065 1.08809 1.63574
H 1.91839 0.29434 -0.72086
H -1.20339 0.52540 -1.88471
H 0.44303 1.19527 -1.14022
H 2.99797 -1.64181 0.65146
H -2.52836 1.37834 0.92950

(2)
Below is a 17-piece molecular cluster, C22H64BN18O34 overall at a distorted geometry, with properties calculated with the ωB97M-V functional and the def2-TZVPD basis.

The value obtained for the highest occupied orbital energy is -4.274 eV. The charge is -1. The value obtained for the LUMO energy is 0.553 eV. The strongest force on any atom comes out at 4.5 eV/A.

Atoms and positions in Å:
C 1.79316 1.15362 1.61513
C 2.73683 2.34151 0.96733
C 2.98879 3.62122 1.96941
C 2.27204 5.01695 1.48356
C 0.74009 4.78800 0.85735
C -0.27283 4.02308 1.89530
B -1.57962 3.30891 1.19934
N -1.43184 2.97866 -0.27277
O -2.74029 4.25962 1.31546
N -3.71511 3.48514 1.84491
O -3.81393 3.88660 3.00413
H 0.78610 0.97568 1.03026
H 2.32646 0.10183 1.67593
H 1.54015 1.45735 2.73085
H 3.79919 1.84303 0.77621
H 2.36531 2.69470 -0.10296
H 2.72447 3.37255 3.10446
H 4.16522 3.82031 1.96290
H 2.25046 5.78093 2.40064
H 3.00919 5.50581 0.68405
H 0.86665 4.27562 -0.18688
H 0.31767 5.88607 0.67499
H 0.28443 3.26761 2.63270
H -0.70498 4.87065 2.61661
H -1.80996 2.28923 1.77989
H -0.78951 2.17723 -0.45455
H -1.22437 3.81175 -0.86500
C -0.41527 -2.41580 -0.39986
N 0.27399 -1.17273 -0.83946
O 1.50474 -1.13710 -0.72491
O -0.43996 -0.26776 -1.28715
H 0.33138 -3.12208 -0.03054
H -1.11329 -2.14237 0.39406
H -0.93911 -2.82598 -1.26563
C -2.80715 0.21119 3.60224
N -2.82144 -1.16888 3.04658
O -2.49629 -1.30530 1.86133
O -3.15866 -2.07633 3.81594
H -2.49305 0.90426 2.81885
H -3.82037 0.44187 3.93761
H -2.10054 0.22406 4.43456
C 6.07535 7.90714 0.90005
N 4.94920 6.97870 1.18877
O 5.23407 5.87534 1.66896
O 3.81097 7.38376 0.92520
H 7.01330 7.42255 1.17956
H 6.05739 8.12419 -0.16993
H 5.91710 8.81117 1.49158
C -4.75341 -3.62983 6.21263
N -5.13447 -2.87514 7.43689
O -5.55342 -1.72185 7.28349
O -5.00227 -3.46182 8.51737
H -4.92039 -2.99491 5.33988
H -3.69718 -3.89179 6.30246
H -5.38147 -4.52181 6.16647
C -2.48305 -1.22490 7.79757
N -1.05062 -1.09971 7.41546
O -0.79070 -0.44162 6.40130
O -0.22751 -1.66562 8.14440
H -3.09121 -0.68087 7.07171
H -2.73403 -2.28758 7.79150
H -2.59683 -0.79547 8.79500
C 0.54524 9.24701 0.57126
N 1.23450 10.49008 0.13166
O 2.46525 10.52571 0.24622
O 0.52055 11.39505 -0.31603
H 1.29189 8.54073 0.94058
H -0.15278 9.52044 1.36518
H 0.02140 8.83683 -0.29451
C 0.31329 -1.96925 -5.11380
N -0.51850 -2.89634 -4.30005
O 0.07558 -3.67707 -3.54727
O -1.74438 -2.81416 -4.43994
H 1.36670 -2.15139 -4.89052
H 0.10117 -2.17315 -6.16534
H 0.03218 -0.94973 -4.84219
C -6.68305 1.62794 7.64641
N -5.25062 1.75314 7.26429
O -4.99070 2.41122 6.25013
O -4.42751 1.18723 7.99323
H -7.29121 2.17198 6.92055
H -6.93403 0.56527 7.64033
H -6.79683 2.05738 8.64383
C 4.50745 5.27827 5.42228
N 5.19671 6.52134 4.98268
O 6.42746 6.55697 5.09723
O 4.48276 7.42631 4.53499
H 5.25410 4.57200 5.79160
H 3.80943 5.55171 6.21620
H 3.98361 4.86809 4.55651
C -5.14187 -2.92251 -5.15775
N -5.70935 -3.08370 -6.52361
O -5.86658 -4.23787 -6.93871
O -5.98095 -2.04700 -7.14053
H -4.95193 -3.91145 -4.73510
H -4.21177 -2.35828 -5.25186
H -5.87603 -2.38115 -4.55762
C 0.05087 -5.11377 -8.18444
N 1.32091 -4.38165 -7.93036
O 1.77051 -4.41084 -6.77878
O 1.83069 -3.79829 -8.89417
H -0.28236 -5.57689 -7.25321
H -0.68337 -4.38697 -8.53792
H 0.25428 -5.87356 -8.94177
C 0.28376 -9.43706 -5.83735
N -0.33911 -8.25185 -6.48610
O 0.35590 -7.61333 -7.28509
O -1.50822 -7.99594 -6.17495
H 1.30772 -9.54220 -6.20226
H 0.27442 -9.26535 -4.75905
H -0.31294 -10.31123 -6.10567
C 4.19534 -2.78475 -2.06960
N 4.90582 -3.95469 -1.48649
O 4.24607 -4.98467 -1.30478
O 6.10582 -3.80607 -1.22762
H 3.15239 -3.05662 -2.24580
H 4.26415 -1.96568 -1.35078
H 4.69194 -2.53207 -3.00862
C 0.05822 -5.07281 6.38123
N -1.41988 -4.97895 6.52254
O -1.87384 -4.88005 7.66853
O -2.08273 -5.00718 5.47902
H 0.51116 -5.03574 7.37430
H 0.28267 -6.02195 5.89025
H 0.38593 -4.22514 5.77602
C 4.81647 -3.90475 -9.88186
N 6.16579 -4.38520 -9.47927
O 6.94727 -3.54986 -9.00956
O 6.40238 -5.58741 -9.64614
H 4.74804 -2.83365 -9.67997
H 4.70062 -4.10412 -10.94916
H 4.08095 -4.45604 -9.29254
C -2.98353 0.67025 -6.84095
N -1.63421 0.18980 -6.43836
O -0.85273 1.02514 -5.96865
O -1.39762 -1.01241 -6.60523
H -3.05196 1.74135 -6.63906
H -3.09938 0.47088 -7.90825
H -3.71905 0.11896 -6.25163

(3)
Below is a 2-piece molecular cluster, C6H14N2O2 overall at a distorted geometry, with properties calculated with the ωB97M-V functional and the def2-TZVPD basis.

Its SMILES is CNC(C)=O.CNC(C)=O. The value obtained for the highest occupied orbital energy is -9.658 eV. The value obtained for the LUMO energy is 0.557 eV. The strongest force on any atom comes out at 1.4 eV/A. For the energy above the lowest of the compared OMol25 structures with the same formula, charge and spin, the calculation gives 82.5 kJ/mol.

Atoms and positions in Å:
C -0.42627 -3.80317 -1.22703
N 0.48833 -2.94632 -0.51362
C 0.30938 -2.79373 0.83596
C 1.31540 -1.89030 1.50823
O -0.62154 -3.32500 1.40959
H -0.20761 -4.85795 -1.03456
H -1.45720 -3.55072 -0.99927
H -0.29138 -3.68543 -2.30831
H 1.29005 -2.50596 -0.93065
H 2.13598 -2.43767 1.96035
H 1.75984 -1.28608 0.71016
H 0.93165 -1.16052 2.21156
C -1.20900 2.68755 1.56710
N -0.96528 2.61387 0.14059
C 0.22607 3.03601 -0.37967
C 0.33243 2.94194 -1.86296
O 1.13099 3.38976 0.35227
H -0.32170 2.40196 2.12646
H -1.61079 3.64577 1.89995
H -1.99532 1.97667 1.81937
H -1.80378 2.67794 -0.41328
H -0.36973 3.64984 -2.30164
H 1.26042 3.27274 -2.33062
H 0.09905 1.94879 -2.23999

(4)
Below is a 19-piece molecular cluster, C25H65BN19O39 overall at a distorted geometry, with properties calculated with the ωB97M-V functional and the def2-TZVPD basis.

The value obtained for the highest occupied orbital energy is -11.890 eV. The charge is +1. The value obtained for the LUMO energy is -3.638 eV. The strongest force on any atom comes out at 1.0 eV/A.

Atoms and positions in Å:
O 7.49160 -3.20624 2.81658
C 6.15195 -3.03161 2.40794
C 6.05458 -1.68153 1.70692
C 4.65535 -1.20838 1.45768
C 4.41722 0.14712 1.19245
C 3.14192 0.55150 0.92610
N 2.11741 -0.30796 0.93700
C 2.28371 -1.61607 1.20910
B 0.96430 -2.52232 1.26193
O 0.47527 -3.16851 0.18745
O 0.31400 -2.61226 2.46004
C 3.56319 -2.07844 1.46023
H 7.55389 -4.06253 3.25197
H 5.45763 -3.07299 3.25618
H 5.87201 -3.81301 1.69093
H 6.50832 -1.80213 0.71567
H 6.65312 -0.93313 2.22613
H 5.23204 0.85349 1.18988
H 2.95676 1.59486 0.70336
H 1.19398 0.06324 0.76103
H 0.77703 -2.80045 -0.65784
H 0.78674 -2.09935 3.12818
H 3.66618 -3.13394 1.66684
C 5.42300 4.51180 2.93075
N 4.83977 3.73841 1.80196
O 3.64728 3.82671 1.60076
O 5.59101 3.04666 1.13455
H 4.62386 5.06222 3.41290
H 5.87966 3.79734 3.60934
H 6.17052 5.17998 2.51349
C 0.19627 2.20424 2.84018
N 0.98317 1.65621 3.98141
O 0.92901 0.44755 4.16636
O 1.63387 2.42282 4.64784
H -0.32210 1.37767 2.36893
H -0.50988 2.93154 3.22252
H 0.89939 2.68015 2.16095
C 5.02368 3.75814 -2.16375
N 3.95252 3.65578 -3.18902
O 3.86172 4.52494 -4.02367
O 3.22722 2.67688 -3.12211
H 5.58927 4.66364 -2.35114
H 4.53484 3.78415 -1.19389
H 5.64732 2.88031 -2.25959
C 2.74790 1.49195 -6.20621
N 2.01324 0.74263 -7.26227
O 0.81144 0.92713 -7.35040
O 2.65584 -0.00389 -7.96051
H 2.04378 2.11713 -5.67102
H 3.20323 0.75832 -5.54736
H 3.50785 2.09341 -6.69554
C -0.56154 -3.16942 5.31692
N -1.49919 -3.45140 6.43884
O -1.36242 -4.49807 7.03906
O -2.34045 -2.61227 6.67066
H 0.12884 -4.00082 5.23118
H -1.15539 -3.05757 4.41627
H -0.04358 -2.24406 5.56037
C 0.89161 3.56667 7.47330
N 0.86511 5.04637 7.63219
O 0.67251 5.49738 8.73967
O 1.04232 5.70711 6.62699
H 0.72012 3.10063 8.43390
H 0.10636 3.30554 6.77093
H 1.86465 3.29740 7.07809
C -2.17845 -4.29739 -1.47060
N -3.12173 -4.39659 -2.61643
O -3.07499 -3.52362 -3.46181
O -3.87562 -5.34345 -2.62796
H -1.57820 -3.40611 -1.60186
H -2.76988 -4.24294 -0.56162
H -1.56337 -5.19416 -1.47432
C -3.39574 4.80613 0.63228
N -2.24347 4.02083 1.15688
O -2.27872 2.80458 1.05730
O -1.32396 4.63456 1.65722
H -4.11236 4.11382 0.22418
H -3.80525 5.36472 1.46508
H -3.01036 5.47191 -0.12981
C -0.47844 -0.10183 10.48728
N 0.38950 0.71858 9.59819
O 0.45513 0.41133 8.42375
O 0.97684 1.64908 10.11008
H -0.93267 -0.88557 9.89277
H 0.15486 -0.51090 11.26851
H -1.22721 0.56171 10.90901
C -7.16486 2.62963 2.01317
N -6.14420 3.70140 2.16519
O -6.20419 4.65883 1.42118
O -5.30213 3.54525 3.02542
H -7.83628 2.90971 1.21059
H -6.63561 1.70918 1.78589
H -7.68973 2.54738 2.96001
C -3.75653 -9.08474 -0.81429
N -2.65300 -8.13048 -0.53621
O -2.57954 -7.65296 0.57585
O -1.88984 -7.88900 -1.45170
H -4.34913 -9.19352 0.08651
H -4.34714 -8.66645 -1.62460
H -3.30839 -10.02887 -1.11032
C -3.08068 -10.99642 -5.01348
N -3.41612 -11.15312 -3.57267
O -4.57989 -11.30704 -3.26951
O -2.49179 -11.10982 -2.78597
H -3.99912 -11.05379 -5.58494
H -2.59965 -10.02973 -5.12842
H -2.39856 -11.79933 -5.27554
C 9.60782 3.72672 -0.88778
N 8.52916 3.62046 -1.90762
O 8.43441 4.49936 -2.73299
O 7.80229 2.64551 -1.84236
H 10.16344 4.63790 -1.07372
H 9.12944 3.74282 0.08696
H 10.23877 2.84927 -0.99149
C 0.07240 0.34177 -2.84353
N 1.19937 -0.42075 -2.23543
O 1.16080 -1.63932 -2.28004
O 2.09628 0.21483 -1.72428
H -0.63764 -0.36730 -3.25354
H -0.37445 0.94458 -2.05740
H 0.49553 0.97711 -3.61683
C -2.65721 -7.08437 5.48751
N -3.27259 -7.83729 4.35988
O -4.43559 -7.61181 4.09794
O -2.56027 -8.62566 3.77769
H -3.40344 -6.42106 5.90807
H -2.31791 -7.80894 6.22095
H -1.81774 -6.52751 5.08404
C -6.57300 7.51396 -1.78922
N -5.37424 6.82240 -1.24216
O -5.34686 5.60862 -1.28610
O -4.49718 7.52314 -0.78403
H -7.26106 6.76313 -2.15783
H -7.00980 8.09079 -0.97971
H -6.23255 8.16724 -2.58678
C -1.54330 2.43503 -8.53861
N -2.61802 3.36373 -8.09182
O -3.74546 3.17825 -8.50452
O -2.29245 4.25075 -7.33180
H -1.97888 1.69947 -9.20423
H -0.78976 3.02964 -9.04563
H -1.13242 1.96938 -7.65351
C -5.12879 3.43994 -11.57187
N -5.17212 4.04897 -12.92968
O -4.23896 3.83441 -13.67506
O -6.14405 4.72268 -13.19556
H -4.21107 2.87293 -11.47890
H -5.16471 4.24864 -10.84874
H -5.99953 2.79908 -11.47411

(5)
Below is one molecule with the formula C5H11NO at a distorted geometry, with properties calculated with the ωB97M-V functional and the def2-TZVPD basis.

Its SMILES is CC[C@H](C=O)NC. The value obtained for the highest occupied orbital energy is -8.993 eV. The value obtained for the LUMO energy is 0.997 eV. The strongest force on any atom comes out at 1.3 eV/A. For the energy above the lowest of the compared OMol25 structures with the same formula, charge and spin, the calculation gives 156.6 kJ/mol.

Atoms and positions in Å:
C -0.87878 0.83363 -1.98071
C -0.26380 1.05270 -0.60628
C -0.12733 -0.22569 0.15191
C -1.49708 -0.87561 0.40136
O -2.51184 -0.27460 0.60570
N 0.55159 -0.12164 1.44784
C 1.80027 -0.87067 1.50961
H -0.56993 1.66512 -2.61098
H -0.43771 -0.08223 -2.37847
H -1.96283 0.83784 -1.96931
H 0.65219 1.60894 -0.73898
H -0.89231 1.73759 -0.02890
H 0.39688 -0.97510 -0.44892
H -1.48040 -1.97993 0.39399
H 0.80083 0.84937 1.59679
H 1.62594 -1.93761 1.36281
H 2.55142 -0.49790 0.79733
H 2.24289 -0.74420 2.49520

(6)
Below is C25H31AsBrN4O4RhS as an isolated structure, with properties calculated with the ωB97M-V functional and the def2-TZVPD basis.

The value obtained for the highest occupied orbital energy (spin up / spin down) is -7.631 / -7.632 eV. The value obtained for the LUMO energy (spin up / spin down) is -0.268 / -0.268 eV. The strongest force on any atom comes out at 0.5 eV/A. For the energy above the lowest of the compared OMol25 structures with the same formula, charge and spin, the calculation gives 350.3 kJ/mol.

Atoms and positions in Å:
Rh -0.15082 0.27546 -0.14672
O -2.43859 -1.73974 -3.33059
C -2.56004 -2.94337 -2.73195
C -2.98154 -4.02430 -3.50292
C -3.11705 -5.27980 -2.93455
C -2.82937 -5.47575 -1.59053
C -2.41035 -4.39759 -0.82200
C -2.27668 -3.12642 -1.36881
C -1.83906 -1.93047 -0.55134
O -0.97126 -1.15256 -1.29220
N -1.14799 -2.36711 0.66713
N -0.55695 -1.23499 1.33091
C 0.75165 -1.19720 1.14715
C 1.65466 -0.64730 2.18540
Br 2.83016 0.74871 1.65604
C 1.77334 -1.15805 3.40408
C 0.97330 -2.27707 3.95757
C -0.40071 -2.17804 4.16026
C -1.10805 -3.24635 4.69201
C -0.45503 -4.42474 5.02775
C 0.91643 -4.52562 4.84270
C 1.62528 -3.45365 4.32119
H -1.83465 -1.20280 -2.75686
H -3.18724 -3.85564 -4.55189
H -3.44444 -6.11133 -3.54624
H -2.92662 -6.45586 -1.14229
H -2.16461 -4.56102 0.21966
H -2.71457 -1.31216 -0.26516
H -1.86641 -2.66412 1.32363
H 1.17499 -1.99590 0.54244
H 2.54545 -0.74675 4.04774
H -0.91006 -1.26354 3.88836
H -2.17573 -3.15657 4.84801
H -1.01074 -5.25750 5.43877
H 1.43544 -5.43749 5.10871
H 2.69811 -3.53163 4.18515
O -0.49160 1.43743 1.12764
C -2.84009 3.60418 -2.21750
As -1.87829 2.78577 -0.76482
C -3.23136 1.90432 0.26748
C -1.11158 4.27374 0.17719
O -0.75406 1.76318 -1.48178
H -3.57940 4.29148 -1.80543
H -3.33713 2.83743 -2.80898
H -2.14334 4.14321 -2.85631
H -3.98368 2.64422 0.54177
H -2.76006 1.47862 1.14795
H -3.67317 1.12463 -0.35030
H -1.88858 4.99328 0.43382
H -0.37524 4.73589 -0.47826
H -0.62506 3.87485 1.06179
C 4.53356 -2.99048 0.66467
C 3.46062 -2.94166 -0.37050
C 2.75211 -4.00846 -0.83960
C 1.76298 -3.76687 -1.82217
N 1.47912 -2.55640 -2.26443
C 2.10622 -1.49826 -1.73591
S 1.64301 0.10177 -2.02794
N 3.13841 -1.72332 -0.85954
C 0.95448 -4.88524 -2.39100
H 4.65288 -4.00228 1.04324
H 4.28048 -2.32756 1.49540
H 5.48394 -2.65548 0.24571
H 2.94916 -5.00413 -0.47227
H 3.56437 -0.88710 -0.47219
H 1.36599 -5.85910 -2.13210
H 0.89084 -4.77461 -3.47277
H -0.06699 -4.81216 -2.00646